# 1
C2H8OS2 | ωB97M-V/def2-TZVPD

Bonds (Å) are listed after each position.
Atoms and positions in Å:
1 C -0.672 1.858 -1.711  S2 1.770, H5 1.095, H6 1.092, H7 1.107
2 S -1.890 0.830 -0.941  C1 1.770
3 S 0.490 -1.048 2.114  C4 1.760
4 C -0.920 -1.596 1.215  S3 1.760, H8 1.098, H9 1.096, H10 1.115
5 H 0.182 1.196 -1.885  C1 1.095
6 H -0.431 2.646 -0.994  C1 1.092
7 H -0.967 2.322 -2.672  C1 1.107
8 H -1.038 -2.627 1.575  C4 1.098
9 H -0.907 -1.550 0.120  C4 1.096
10 H -1.867 -1.089 1.515  C4 1.115
11 H 2.485 -1.042 0.425  O13 0.959
12 H 2.538 0.338 0.928  O13 0.959
13 O 2.995 -0.238 0.312  H11 0.959, H12 0.959

Values from the calculation:
E	-25909.24689	eV
ΔE to the lowest compared entry with this formula, charge and spin	98.9	kcal/mol
molecular weight	112.219	g mol⁻¹
⟨S²⟩	1.75
frontier orbital gap (alpha / beta)	3.72 / 6.65	eV
multiplicity	2
total charge	+1
E_LUMO (alpha / beta)	-9.6 / -8.0	eV

# 2
C2H8OSi2 | ωB97M-V/def2-TZVPD

Bonds (Å) are listed after each position.
Atoms and positions in Å:
1 C -1.461 0.266 -0.602  C2 1.481, O3 1.202
2 C -1.602 1.523 -1.374  C1 1.481, H6 1.034, H7 1.139, H8 1.020
3 O -2.262 -0.086 0.221  C1 1.202
4 Si 1.339 -1.064 1.937  Si5 2.304, H9 1.491, H10 1.436, H11 1.470
5 Si 1.741 -0.997 -0.331  Si4 2.304, H12 1.457, H13 1.458
6 H -0.978 2.235 -0.955  C2 1.034
7 H -2.675 1.901 -1.325  C2 1.139
8 H -1.356 1.459 -2.362  C2 1.020
9 H 1.398 0.400 2.210  Si4 1.491
10 H 0.089 -1.740 2.145  Si4 1.436
11 H 2.330 -1.723 2.801  Si4 1.470
12 H 1.898 0.073 -1.307  Si5 1.457
13 H 1.539 -2.245 -1.058  Si5 1.458

Values from the calculation:
E	-20001.71165	eV
ΔE to the lowest compared entry with this formula, charge and spin	114.1	kcal/mol
molecular weight	104.257	g mol⁻¹
frontier orbital gap (alpha / beta)	7.83 / 6.84	eV
E_LUMO (alpha / beta)	-0.5 / -0.3	eV

# 3
C2H8OSi2 | ωB97M-V/def2-TZVPD

Bonds (Å) are listed after each position.
Atoms and positions in Å:
1 C -2.625 0.490 -1.495  Si4 1.905, H6 1.091, H7 1.088, H8 1.205
2 C 1.951 0.593 1.437  Si5 1.907, H9 1.032, H10 1.096, H11 1.077
3 O 1.694 -0.879 -1.312  Si5 1.554
4 Si -1.183 -0.036 -0.366  C1 1.905
5 Si 1.748 -0.879 0.241  C2 1.907, O3 1.554, H13 1.437
6 H -2.417 1.490 -1.879  C1 1.091
7 H -2.397 -0.199 -2.306  C1 1.088
8 H -3.757 0.475 -1.085  C1 1.205
9 H 1.633 1.553 1.231  C2 1.032
10 H 1.676 0.422 2.484  C2 1.096
11 H 3.017 0.697 1.555  C2 1.077
12 H -1.605 -1.727 0.517  no bonds
13 H 2.265 -1.999 0.979  Si5 1.437

Values from the calculation:
E	-20002.76299	eV
ΔE to the lowest compared entry with this formula, charge and spin	89.8	kcal/mol
molecular weight	104.257	g mol⁻¹
frontier orbital gap	7.38	eV
E_LUMO	-0.8	eV

# 4
C2H8OSi2 | ωB97M-V/def2-TZVPD

Bonds (Å) are listed after each position.
Atoms and positions in Å:
1 C 1.204 0.550 -1.966  C2 1.337, H6 1.129, H7 1.046
2 C 0.279 -0.383 -1.719  C1 1.337, H8 1.062
3 O -2.637 -0.363 0.930  Si5 1.594, H9 0.918
4 Si 0.534 0.702 1.711  Si5 2.363, H10 1.497, H11 1.442, H12 1.622
5 Si -1.093 -0.694 0.717  O3 1.594, Si4 2.363, H13 1.412
6 H 1.752 0.647 -2.948  C1 1.129
7 H 1.561 1.066 -1.130  C1 1.046
8 H -0.024 -1.141 -2.400  C2 1.062
9 H -3.098 -0.968 0.415  O3 0.918
10 H 0.483 0.383 3.173  Si4 1.497
11 H 0.374 2.132 1.616  Si4 1.442
12 H 1.860 0.171 0.943  Si4 1.622
13 H -1.195 -2.101 0.657  Si5 1.412

Values from the calculation:
E	-20002.54963	eV
ΔE to the lowest compared entry with this formula, charge and spin	94.7	kcal/mol
molecular weight	104.257	g mol⁻¹
frontier orbital gap	8.17	eV
E_LUMO	0.2	eV

# 5
C2H8P2S | ωB97M-V/def2-TZVPD

Bonds (Å) are listed after each position.
Atoms and positions in Å:
1 C -2.866 -1.506 0.220  H6 1.154, H7 1.191, H8 1.122, H13 1.136
2 C 2.211 0.902 -1.619  S5 1.837, H9 1.046, H10 1.023, H11 1.019
3 P 0.796 0.567 2.844  P4 2.081, H12 1.435
4 P 1.968 0.064 1.200  P3 2.081, S5 2.164
5 S 2.146 1.831 -0.036  C2 1.837, P4 2.164
6 H -3.611 -1.616 -0.655  C1 1.154
7 H -1.903 -0.976 -0.238  C1 1.191
8 H -2.626 -2.466 0.748  C1 1.122
9 H 2.331 -0.077 -1.270  C2 1.046
10 H 1.375 1.051 -2.189  C2 1.023
11 H 3.012 1.124 -2.209  C2 1.019
12 H 0.559 1.872 2.298  P3 1.435
13 H -3.391 -0.769 0.907  C1 1.136

Values from the calculation:
E	-31614.98461	eV
ΔE to the lowest compared entry with this formula, charge and spin	40.2	kcal/mol
molecular weight	126.101	g mol⁻¹
frontier orbital gap	7.65	eV
E_LUMO	-1.0	eV

# 6
C2H8P2S2 | ωB97M-V/def2-TZVPD

Bonds (Å) are listed after each position.
Atoms and positions in Å:
1 C -1.167 -0.687 1.382  P4 1.866, H7 1.198, H8 1.101, H9 1.091
2 C -1.132 -0.389 -1.491  P4 1.933, H10 1.103, H11 1.134, H12 1.116
3 P 2.499 0.182 0.376  S5 2.101, H13 1.446
4 P -1.061 0.681 0.117  C1 1.866, C2 1.933, S6 2.012
5 S 4.180 1.402 0.063  P3 2.101, H14 1.312
6 S -2.711 1.768 -0.265  P4 2.012
7 H -0.424 -1.599 1.153  C1 1.198
8 H -2.185 -1.099 1.455  C1 1.101
9 H -0.916 -0.341 2.386  C1 1.091
10 H -1.266 0.283 -2.357  C2 1.103
11 H -2.161 -0.861 -1.566  C2 1.134
12 H -0.262 -1.019 -1.794  C2 1.116
13 H 2.097 0.517 1.724  P3 1.446
14 H 4.509 1.160 -1.184  S5 1.312

Values from the calculation:
E	-42449.63456	eV
ΔE to the lowest compared entry with this formula, charge and spin	34.2	kcal/mol
molecular weight	158.168	g mol⁻¹
frontier orbital gap (alpha / beta)	7.34 / 6.10	eV
E_LUMO (alpha / beta)	-1.2 / -1.9	eV

# 7
C2H8P2S2 | ωB97M-V/def2-TZVPD

Bonds (Å) are listed after each position.
Atoms and positions in Å:
1 C -1.391 0.552 -0.224  C2 1.490, P3 1.959, H7 1.141, H8 1.096
2 C -0.422 1.657 -0.469  C1 1.490, H9 1.075, H10 1.068
3 P -0.332 -1.094 -0.294  C1 1.959, S6 2.187, H11 1.406
4 P 1.898 0.224 1.108  S5 1.918, H12 1.448, H13 1.498
5 S 3.406 -0.608 0.266  P4 1.918
6 S -1.976 -2.394 -0.919  P3 2.187, H14 1.394
7 H -2.177 0.553 -1.051  C1 1.141
8 H -1.883 0.544 0.756  C1 1.096
9 H -0.132 1.901 -1.475  C2 1.075
10 H 0.264 1.868 0.322  C2 1.068
11 H 0.243 -0.868 -1.557  P3 1.406
12 H 1.546 -0.518 2.300  P4 1.448
13 H 2.306 1.619 1.472  P4 1.498
14 H -1.351 -3.436 -0.236  S6 1.394

Values from the calculation:
E	-42448.20850	eV
ΔE to the lowest compared entry with this formula, charge and spin	0.0	kcal/mol
molecular weight	158.168	g mol⁻¹
⟨S²⟩	2.01
frontier orbital gap (alpha / beta)	8.36 / 6.90	eV
multiplicity	3
E_LUMO (alpha / beta)	0.7 / -2.1	eV

# 8
C2H8S2 | ωB97M-V/def2-TZVPD

Bonds (Å) are listed after each position.
Atoms and positions in Å:
1 C 0.914 0.276 -1.548  C2 1.475, H4 1.119, H5 1.101, H6 1.064
2 C -0.161 -0.095 -0.607  C1 1.475, S3 1.910, H7 1.128, H8 1.128
3 S 0.101 -1.800 0.213  C2 1.910, H9 1.234
4 H 1.778 0.736 -1.005  C1 1.119
5 H 0.566 0.999 -2.303  C1 1.101
6 H 1.284 -0.566 -2.081  C1 1.064
7 H -0.169 0.698 0.195  C2 1.128
8 H -1.206 -0.042 -1.027  C2 1.128
9 H -0.571 -2.457 -0.587  S3 1.234
10 S -0.745 0.395 2.407  H11 1.347, H12 1.292
11 H -0.732 0.224 3.743  S10 1.347
12 H -1.059 1.633 2.600  S10 1.292

Values from the calculation:
E	-23873.27712	eV
ΔE to the lowest compared entry with this formula, charge and spin	20.1	kcal/mol
molecular weight	96.220	g mol⁻¹
frontier orbital gap	9.81	eV
E_LUMO	0.8	eV

# 9
C2H8S3 | ωB97M-V/def2-TZVPD

Bonds (Å) are listed after each position.
Atoms and positions in Å:
1 C 1.363 0.400 0.577  S2 1.843, H4 1.079, H5 1.091, H6 1.083
2 S 1.308 -1.361 0.039  C1 1.843, C3 1.865
3 C 0.190 -2.020 1.379  S2 1.865, H7 1.092, H8 1.088, H9 1.092
4 H 0.360 0.738 0.792  C1 1.079
5 H 1.881 0.402 1.537  C1 1.091
6 H 1.962 0.823 -0.219  C1 1.083
7 H -0.471 -1.178 1.592  C3 1.092
8 H 0.791 -2.391 2.207  C3 1.088
9 H -0.438 -2.816 0.973  C3 1.092
10 S -1.300 0.841 -2.617  S11 2.276, H12 1.358
11 S -2.175 2.699 -1.637  S10 2.276, H13 1.309
12 H -0.074 1.427 -2.598  S10 1.358
13 H -3.396 2.435 -2.026  S11 1.309

Values from the calculation:
E	-34708.48430	eV
ΔE to the lowest compared entry with this formula, charge and spin	21.1	kcal/mol
molecular weight	128.287	g mol⁻¹
frontier orbital gap	7.97	eV
E_LUMO	-0.4	eV